The following is a quantum chemistry calculation of a 2-piece molecular cluster, C4H11N2O2 overall in a non-equilibrium geometry, from the Open Molecules 2025 dataset.

Highest occupied orbital energy (eV): -12.8095
HOMO-LUMO gap (eV): 9.88
Charge: +1
ΔE to the lowest compared entry with this formula, charge and spin (kJ/mol): 84.2

Geometry as XYZ:
```
19
C4H11N2O2, DFT ωB97M-V/def2-TZVPD
C 0.7384 -2.4773 0.4570
C 1.2256 -1.8605 -0.6235
N 0.2362 -1.1707 -1.4849
N 1.4557 -3.0695 1.4846
H -0.3929 -2.6313 0.6082
H 2.2709 -1.7122 -0.8578
H -0.7377 -1.5883 -1.3184
H 0.1435 -0.1419 -1.2476
H 0.5156 -1.1876 -2.4436
H 2.4310 -2.8001 1.5910
H 0.9754 -3.2379 2.3831
O -0.5187 1.3693 -0.9430
C -0.8600 2.1337 -0.0548
O -1.6854 3.1716 -0.2872
C -0.4609 1.8895 1.3989
H -2.0026 3.1433 -1.2285
H -0.4800 2.7935 2.0406
H 0.5069 1.3319 1.4865
H -1.2997 1.2722 1.7646
```

=====

The following is a quantum chemistry calculation of a 12-piece molecular cluster, C14H49BO11 overall, from the Open Molecules 2025 dataset.

SMILES: BCC#C.CO.CO.CO.CO.CO.CO.CO.CO.CO.CO.CO
Highest occupied orbital energy (eV): -9.7627
HOMO-LUMO gap (eV): 10.27

Geometry as XYZ:
```
75
C14H49BO11, DFT ωB97M-V/def2-TZVPD
B -1.2935 -2.7895 -0.0396
C -2.1668 -1.4790 0.1165
C -3.5302 -1.9481 -0.0406
C -4.6590 -2.3513 -0.1548
H -0.9038 -3.3136 0.9553
H -1.1125 -3.2291 -1.1218
H -1.9257 -0.7423 -0.6494
H -2.0360 -1.0300 1.1003
H -5.5817 -2.8739 -0.0810
C -3.8832 -5.8554 0.4913
O -2.8819 -5.4963 -0.4523
H -3.4801 -6.6621 1.0985
H -4.1344 -5.0147 1.1440
H -4.7916 -6.2091 -0.0047
H -3.2316 -4.7793 -0.9917
C 0.5274 -0.3201 -2.7992
O -0.6252 -1.1566 -2.7479
H 1.0410 -0.3919 -1.8451
H 1.2146 -0.6442 -3.5851
H 0.2498 0.7244 -2.9716
H -1.0758 -1.0941 -3.5982
C 3.7903 -0.5015 0.0245
O 3.5131 0.0578 -1.2616
H 2.9180 -1.0749 0.3284
H 4.6537 -1.1702 -0.0217
H 3.9764 0.2764 0.7660
H 4.2832 0.5637 -1.5320
C 2.9433 1.9003 3.2648
O 4.0284 0.9932 3.1273
H 2.4004 1.9055 2.3219
H 2.2614 1.5907 4.0614
H 3.3008 2.9121 3.4743
H 4.5152 0.9947 3.9576
C -6.9176 0.6996 1.3122
O -6.1892 -0.4037 1.8381
H -7.6078 1.0412 2.0797
H -6.2482 1.5193 1.0434
H -7.4917 0.4109 0.4262
H -5.5751 -0.7038 1.1572
C 7.1963 1.7563 2.6617
O 6.6605 2.3290 3.8628
H 6.4624 1.0555 2.2733
H 7.3841 2.5319 1.9171
H 8.1275 1.2276 2.8793
H 7.3145 2.9476 4.1977
C -5.4561 3.9764 -1.0474
O -6.7036 3.3010 -1.1618
H -5.0956 3.8182 -0.0340
H -4.7197 3.5757 -1.7487
H -5.5668 5.0507 -1.2168
H -7.0310 3.4328 -2.0553
C -1.5205 -1.0192 -6.6177
O -2.0003 -1.6812 -5.4495
H -1.7748 0.0328 -6.5192
H -0.4358 -1.1139 -6.7124
H -1.9962 -1.4135 -7.5182
H -1.7843 -2.6152 -5.5242
C 8.6641 -1.1191 4.7939
O 9.7137 -0.3907 4.1619
H 7.7507 -0.5441 4.6629
H 8.5367 -2.1014 4.3321
H 8.8577 -1.2391 5.8627
H 10.5292 -0.8866 4.2694
C -9.3705 -0.4630 -2.0190
O -8.3751 -1.4774 -2.0954
H -9.8462 -0.3964 -2.9942
H -10.1293 -0.7136 -1.2731
H -8.9248 0.5054 -1.7757
H -7.9505 -1.5371 -1.2353
C 6.9237 5.0374 0.3096
O 8.0523 4.1941 0.1003
H 6.7617 5.0996 1.3829
H 7.1004 6.0436 -0.0787
H 6.0248 4.6250 -0.1562
H 8.2027 4.1307 -0.8464
```

=====

The following is a quantum chemistry calculation of C6H8N2 as an isolated structure in a non-equilibrium geometry, from the Open Molecules 2025 dataset.

Highest occupied orbital energy (eV): -7.2620
HOMO-LUMO gap (eV): 8.26
ΔE to the lowest compared entry with this formula, charge and spin (kJ/mol): 612.3

Geometry as XYZ:
```
16
C6H8N2, DFT ωB97M-V/def2-TZVPD
C -0.5404 -1.1779 0.7789
C -1.0785 0.0632 0.5937
C -0.4693 0.6710 -0.3379
C -0.0095 1.9465 -1.0581
C 1.3357 1.0273 -1.1921
C 0.3673 -1.3672 -0.3518
H -0.8267 -2.9045 1.5325
H -1.5556 -1.6123 2.6832
H -1.5555 0.7699 1.4145
H 0.1291 2.7355 -0.2357
H -0.8637 2.1393 -1.9332
H 2.0408 0.8406 0.0205
H 2.0925 1.0185 -2.0991
H 1.3167 -2.0684 -0.6906
N -0.6568 -1.9140 1.9269
N 0.2739 -0.1673 -1.0517
```

=====

The following is a quantum chemistry calculation of a 17-piece molecular cluster, C32H61Cl32N5O11P3S2 overall in a non-equilibrium geometry, from the Open Molecules 2025 dataset.

Highest occupied orbital energy (eV): -10.5337
HOMO-LUMO gap (eV): 7.70
Charge: +1

Geometry as XYZ:
```
146
C32H61Cl32N5O11P3S2, DFT ωB97M-V/def2-TZVPD
C 0.1997 2.8113 3.7231
C -0.5908 2.5069 2.4718
C 0.0704 2.4733 1.2412
C -0.6705 2.1480 0.1073
C -2.0396 1.8772 0.1574
C -2.7522 1.5183 -1.1374
N -1.8822 0.6301 -1.9302
C -1.8846 -0.6430 -1.8446
N -2.7319 -1.2267 -0.9074
C -1.8531 -1.7378 0.1604
P -2.9390 -2.3501 1.5279
O -3.2009 -1.0345 2.4301
O -2.1416 -3.3691 2.4546
S -4.6167 -2.9844 0.8737
C -0.7902 -2.7197 -0.4030
O 0.1431 -2.9088 0.6761
N 0.4728 -4.2876 0.9089
O 1.5343 -4.3793 1.3499
P -1.6288 -4.2261 -1.1898
N -0.3798 -5.1878 -1.8388
O -2.2460 -5.0995 0.0381
C -0.0046 -1.9513 -1.4942
C 1.2072 -2.6878 -2.0530
C 2.5108 -1.8833 -1.9476
C 3.7125 -2.8509 -1.9500
C 4.9354 -2.1906 -1.3022
S 4.9969 -2.5447 0.4291
O 6.2437 -2.0921 0.9598
O 4.6601 -3.9156 0.6440
O 3.8185 -1.6487 1.0070
N -1.0432 -1.5193 -2.5307
P -0.4761 -0.9924 -4.0442
O -1.5447 -0.2083 -4.6736
O -0.1298 -2.2486 -4.8989
O 0.8415 -0.0977 -3.9110
C -2.7074 1.9279 1.3843
C -1.9616 2.2581 2.5205
H 0.7179 3.7565 3.6285
H 0.8872 1.9893 3.8830
H -0.4981 2.7945 4.5545
H 1.1286 2.6610 1.1746
H -0.1543 2.0926 -0.8374
H -2.8596 2.4214 -1.7303
H -3.7019 1.0472 -0.9412
H -1.2448 1.0938 -2.5704
H -3.1933 -2.0374 -1.3304
H -1.2843 -0.8948 0.5668
H -2.3555 -0.6128 2.6621
H -1.9341 -2.9600 3.3040
H 0.1534 -5.6700 -1.1173
H -0.8174 -5.9227 -2.3853
H -2.3995 -6.0076 -0.2668
H 0.3448 -1.0487 -0.9815
H 1.0659 -3.0838 -3.0537
H 1.3617 -3.5513 -1.4232
H 2.5009 -1.3312 -1.0123
H 2.6526 -1.2373 -2.8070
H 3.9692 -3.0019 -2.9949
H 3.4675 -3.8071 -1.5056
H 4.8516 -1.1157 -1.4316
H 5.8766 -2.4785 -1.7508
H 4.0068 -1.5048 1.9466
H -0.6849 -2.1964 -5.6950
H 0.8852 0.2843 -3.0225
H -3.7700 1.7124 1.4640
H -2.4754 2.2832 3.4714
C 9.1986 -3.8131 0.1419
Cl 10.2964 -5.2001 0.0589
Cl 9.7419 -2.4780 -0.8821
H 8.2170 -4.1272 -0.1908
H 9.1543 -3.4708 1.1678
C 2.1482 6.9545 4.1129
Cl 1.9583 6.2238 2.5137
Cl 1.2637 6.0772 5.3695
H 3.1991 6.9580 4.3731
H 1.7715 7.9667 4.0675
C -0.2162 -4.8097 -7.7365
Cl -1.1518 -3.3324 -8.0416
Cl -1.2131 -6.0860 -7.0423
H 0.1945 -5.1581 -8.6760
H 0.5811 -4.5771 -7.0406
C -4.1004 -5.2647 -4.5063
Cl -3.4691 -6.6492 -3.5937
Cl -3.3419 -3.7563 -3.9906
H -3.8907 -5.4187 -5.5580
H -5.1674 -5.1957 -4.3341
C -5.2236 -0.3112 -4.6439
Cl -5.9064 0.7381 -5.8885
Cl -5.7062 0.2042 -3.0159
H -5.5817 -1.3213 -4.8040
H -4.1447 -0.2791 -4.7136
C -0.7765 6.5991 -0.5497
Cl -0.2910 5.1408 0.3432
Cl -0.0696 8.0741 0.1151
H -0.4506 6.4920 -1.5778
H -1.8557 6.6812 -0.5007
C -2.0151 -8.2079 1.9457
Cl -3.1101 -6.9822 2.5755
Cl -2.0359 -8.2797 0.1668
H -1.0059 -7.9788 2.2647
H -2.3230 -9.1764 2.3198
C 3.3070 1.0373 6.2704
Cl 2.0516 2.1988 5.8320
Cl 3.6978 -0.0452 4.9211
H 4.2045 1.5767 6.5469
H 2.9566 0.4381 7.1014
C 9.5348 -3.9465 4.1009
Cl 8.5705 -2.6193 3.4318
Cl 10.1054 -3.5916 5.7332
H 8.9178 -4.8361 4.1344
H 10.3941 -4.1069 3.4598
C 1.4057 3.2104 -4.5139
Cl 0.3717 3.1309 -3.0664
Cl 3.0859 3.4983 -4.0826
H 1.3297 2.2644 -5.0367
H 1.0521 4.0226 -5.1368
C -7.4622 2.5414 -0.3277
Cl -6.3503 1.1722 -0.1712
Cl -6.8249 3.7778 -1.4159
H -8.4015 2.1753 -0.7233
H -7.6070 2.9788 0.6532
C 1.5314 -9.0835 -7.8464
Cl 0.9237 -7.9998 -9.1070
Cl 1.0847 -8.5323 -6.2276
H 1.1093 -10.0678 -8.0064
H 2.6114 -9.1196 -7.9142
C 3.7042 10.1925 1.8130
Cl 4.7925 9.1003 2.6822
Cl 2.0671 10.1668 2.4773
H 4.0935 11.2000 1.8917
H 3.6608 9.8822 0.7762
C -5.3291 0.9828 4.5617
Cl -6.8025 0.8784 5.5242
Cl -5.6092 1.7850 3.0063
H -4.5923 1.5534 5.1159
H -4.9690 -0.0184 4.3627
C -1.9018 10.2562 4.0632
Cl -0.7796 8.8904 3.9930
Cl -1.2730 11.6715 3.2075
H -2.8361 9.9588 3.6028
H -2.0585 10.5087 5.1083
C -4.1442 8.7643 7.7063
Cl -3.0403 7.3908 7.6050
Cl -3.5304 10.1645 6.8104
H -5.0978 8.4778 7.2809
H -4.2602 9.0446 8.7459
```

=====

- Among the records above, which one has the lowest HOMO-LUMO gap?
  C32H61Cl32N5O11P3S2

=====

- The highest HOMO-LUMO gap belongs to which entry?
  C14H49BO11